ORCA calculation (ωB97M-V/def2-TZVPD) on 4 unconnected molecules or ions with the total composition C30H61N3O5P3S in a non-equilibrium geometry.

Last column: Mulliken charge in e.
CARTESIAN COORDINATES (ANGSTROEM)
C -5.55 -2.20 2.70  -1.127
C -4.10 -2.84 2.99  1.096
N -3.94 -3.34 4.22  -0.690
C -2.89 -2.85 1.90  -1.034
C -1.67 -2.09 2.62  0.182
C -1.75 -0.51 2.60  0.126
P -3.18 0.43 1.74  0.207
C -4.21 1.33 3.07  -1.010
O -2.56 1.66 0.71  -0.451
C -0.60 0.29 3.35  0.499
C -0.55 1.88 3.44  -0.098
O -0.76 2.42 4.56  -0.428
O -0.27 2.66 2.29  -0.191
P 1.43 2.89 2.05  0.400
S 1.91 4.64 2.74  -0.312
C 0.52 -0.55 4.04  0.412
C 1.75 0.08 4.88  -0.784
C 1.23 0.13 6.43  0.084
O 1.77 -0.52 7.35  -0.458
C 0.45 -2.09 3.91  0.009
O 1.50 -2.84 4.54  -0.510
N -0.59 -2.83 3.23  0.340
P -0.43 -4.62 3.25  0.265
N -0.81 -5.23 4.71  -0.669
H -5.67 -1.81 1.63  0.278
H -6.32 -3.00 2.98  0.326
H -5.68 -1.35 3.47  0.250
H -2.98 -3.71 4.32  0.205
H -3.15 -2.24 0.96  0.417
H -2.63 -3.90 1.53  0.322
H -5.27 0.93 3.01  0.357
H -4.22 2.44 2.75  0.364
H -3.76 1.21 4.12  0.307
H -2.49 1.31 -0.21  0.332
H 1.77 2.88 0.64  -0.031
H 2.24 1.87 2.65  0.089
H 1.97 1.17 4.61  0.245
H 2.65 -0.61 4.74  0.401
H 0.35 0.85 6.64  0.324
H 1.43 -2.56 5.49  0.351
H -1.26 -5.29 2.31  0.097
H 0.96 -4.95 2.99  0.157
H -1.57 -5.91 4.54  0.255
C 3.84 1.91 -5.79  -1.287
C 4.87 2.26 -4.73  0.323
C 4.75 1.41 -3.46  -0.908
C 3.42 1.55 -2.70  -0.683
C 3.08 2.98 -2.26  -0.038
C 4.08 3.56 -1.28  -1.267
H 2.82 2.09 -5.44  0.277
H 3.99 2.52 -6.68  0.380
H 3.92 0.86 -6.08  0.348
H 4.79 3.33 -4.48  -0.356
H 5.87 2.12 -5.15  0.451
H 5.58 1.66 -2.79  0.337
H 4.88 0.36 -3.73  0.385
H 3.46 0.90 -1.82  0.345
H 2.61 1.17 -3.32  0.365
H 2.09 2.96 -1.78  0.259
H 2.98 3.64 -3.12  0.027
H 4.16 2.94 -0.38  0.304
H 3.77 4.56 -0.97  0.354
H 5.08 3.65 -1.72  0.382
C 5.80 6.38 -5.16  -1.268
C 4.33 6.51 -5.55  -0.120
C 4.06 6.20 -7.02  -0.327
C 4.75 7.13 -8.02  -0.862
C 4.42 8.62 -7.86  -0.400
C 2.94 8.93 -8.08  -1.180
H 6.43 7.09 -5.71  0.416
H 5.93 6.58 -4.10  0.352
H 6.17 5.37 -5.37  0.245
H 3.97 7.51 -5.30  0.367
H 3.75 5.81 -4.93  0.051
H 2.98 6.21 -7.19  0.355
H 4.39 5.17 -7.23  0.110
H 4.48 6.81 -9.03  0.392
H 5.84 7.01 -7.95  0.333
H 5.00 9.18 -8.60  0.373
H 4.73 8.98 -6.88  0.230
H 2.62 8.61 -9.08  0.290
H 2.76 10.00 -7.99  0.378
H 2.31 8.43 -7.34  0.283
C -6.03 -5.96 1.65  -1.238
C -5.38 -6.23 3.00  0.725
C -4.44 -7.44 2.99  -0.579
C -5.11 -8.78 2.67  -0.947
C -6.25 -9.18 3.61  -0.383
C -5.81 -9.36 5.05  -1.182
H -6.67 -6.79 1.34  0.413
H -6.66 -5.07 1.71  0.350
H -5.27 -5.79 0.88  0.232
H -6.15 -6.35 3.77  0.301
H -4.80 -5.35 3.29  -0.502
H -3.93 -7.50 3.96  0.311
H -3.65 -7.27 2.25  0.255
H -4.34 -9.56 2.70  0.410
H -5.48 -8.77 1.64  0.334
H -6.68 -10.12 3.25  0.397
H -7.06 -8.44 3.56  0.229
H -5.03 -10.13 5.13  0.294
H -6.65 -9.68 5.67  0.377
H -5.42 -8.43 5.48  0.279

Output
Frontier orbital gap: 6.209 eV
Total charge: +1
LUMO: -5.398 eV


ORCA calculation (ωB97M-V/def2-TZVPD) on 9 unconnected molecules or ions with the total composition C30H61N7O2 in a non-equilibrium geometry.

Last column: Mulliken charge in e.
CARTESIAN COORDINATES (ANGSTROEM)
C 15.05 10.77 7.89  -1.641
C 15.03 11.86 8.97  -0.626
N 15.33 13.25 8.56  0.897
C 14.25 13.83 7.78  -0.637
C 14.27 15.37 7.75  -1.378
C 16.62 13.41 7.90  -0.494
C 17.71 12.94 8.87  -1.241
H 14.84 9.80 8.43  0.368
H 15.99 10.75 7.39  0.364
H 14.27 10.82 7.20  0.429
H 14.07 11.84 9.49  0.231
H 15.80 11.70 9.77  0.345
H 14.23 13.59 6.72  0.440
H 13.28 13.43 8.17  0.381
H 15.18 15.56 7.27  0.494
H 13.49 15.68 7.03  0.410
H 14.16 15.78 8.72  0.080
H 16.81 14.45 7.69  0.443
H 16.72 12.83 6.92  0.343
H 18.69 13.31 8.49  0.406
H 17.80 11.86 8.98  0.193
H 17.41 13.36 9.84  0.250
C 15.20 5.73 9.05  -1.222
C 16.08 6.80 9.71  -0.503
N 15.36 7.54 10.77  0.767
C 15.91 8.94 11.00  -0.468
C 17.27 9.01 11.68  -1.539
C 15.08 6.80 11.95  -0.457
C 13.91 7.38 12.82  -0.966
H 15.81 5.15 8.34  0.413
H 14.25 6.12 8.65  0.232
H 14.98 4.88 9.76  0.319
H 17.03 6.35 10.18  0.266
H 16.47 7.50 8.94  0.390
H 16.02 9.25 9.97  -0.374
H 15.15 9.57 11.41  0.665
H 17.25 8.58 12.68  0.404
H 18.05 8.69 11.02  0.383
H 17.47 10.06 11.95  0.431
H 15.96 6.84 12.65  0.167
H 14.83 5.77 11.66  0.344
H 14.28 8.29 13.23  0.346
H 13.55 6.69 13.55  0.499
H 13.01 7.55 12.23  -0.073
C 8.74 6.93 9.01  -0.669
C 10.02 6.37 9.67  -0.612
C 10.43 7.54 10.59  0.311
O 9.91 8.70 9.96  -0.451
C 8.60 8.40 9.50  -0.329
H 7.85 6.37 9.22  0.349
H 8.78 6.91 7.92  0.293
H 10.72 5.97 8.93  0.254
H 9.68 5.54 10.35  0.300
H 11.47 7.75 10.61  0.031
H 9.99 7.37 11.59  -0.094
H 8.30 9.07 8.63  0.306
H 7.90 8.53 10.33  0.116
C 8.72 8.18 14.87  -0.334
C 8.04 6.83 14.48  -0.649
C 7.31 7.14 13.13  -0.312
O 7.51 8.56 12.87  -0.389
C 7.92 9.16 14.10  -0.333
H 9.78 8.16 14.59  0.090
H 8.74 8.37 15.93  0.414
H 7.31 6.60 15.24  0.307
H 8.83 6.12 14.40  0.342
H 6.23 7.06 13.14  0.402
H 7.67 6.59 12.26  0.100
H 6.98 9.38 14.67  0.261
H 8.38 10.12 13.95  0.134
C 11.08 16.58 9.77  -0.852
C 12.42 16.91 10.16  0.519
N 13.44 17.24 10.59  -0.498
H 11.09 15.88 8.93  0.253
H 10.62 17.54 9.46  0.359
H 10.66 16.06 10.66  0.260
C 14.13 14.21 11.46  0.768
C 14.33 13.06 12.31  0.089
N 14.28 12.19 13.05  -0.554
H 13.20 14.06 10.93  -0.404
H 14.82 14.30 10.65  -0.135
H 14.16 15.11 12.08  0.131
C 10.69 11.04 11.86  0.227
C 10.88 12.28 11.19  0.242
N 11.11 13.34 10.78  -0.503
H 10.57 10.21 11.14  -0.152
H 9.81 11.18 12.49  -0.057
H 11.50 10.86 12.58  0.252
C 15.79 17.23 13.25  -0.648
C 15.26 16.13 14.07  0.450
N 14.82 15.36 14.79  -0.404
H 15.58 16.96 12.19  0.180
H 16.88 17.42 13.33  0.302
H 15.19 18.17 13.39  0.251
C 12.17 12.73 16.08  -0.739
C 10.80 12.48 15.67  0.458
N 9.75 12.31 15.23  -0.440
H 12.19 12.42 17.13  0.296
H 12.54 13.77 16.08  0.272
H 12.87 12.18 15.43  0.160

Output
SMILES string: CCN(CC)CC.CCN(CC)CC.C1CCOC1.C1CCOC1.CC#N.CC#N.CC#N.CC#N.CC#N
Frontier orbital gap: 8.731 eV
LUMO: 0.743 eV


ORCA calculation (ωB97M-V/def2-TZVPD) on 3 unconnected molecules or ions with the total composition C30H62BN2O9P in a non-equilibrium geometry.

Last column: Mulliken charge in e.
CARTESIAN COORDINATES (ANGSTROEM)
C 3.51 0.31 1.43  -1.667
C 2.23 -0.49 1.80  2.834
C 1.66 -0.07 3.18  -1.769
C 2.70 -1.98 2.00  -1.772
C 1.17 -0.56 0.68  -2.576
C 0.58 0.76 0.08  4.557
C 0.77 2.03 0.90  -2.242
C 1.27 1.00 -1.28  -2.262
C -0.92 0.52 -0.16  -0.444
C -1.53 0.56 -1.39  -0.488
C -2.88 0.31 -1.50  -1.053
C -3.65 -0.01 -0.43  0.027
O -5.00 -0.26 -0.56  -0.551
C -5.80 0.80 0.02  -0.224
C -6.33 0.49 1.43  -0.575
O -6.39 1.65 2.24  -0.387
C -5.22 1.82 3.02  -0.116
C -5.41 2.93 4.05  -0.864
B -5.69 4.34 3.44  0.291
P -4.70 5.20 2.05  0.709
O -5.68 5.81 1.14  -0.711
O -3.78 4.19 1.19  -0.339
O -3.69 6.31 2.64  -0.521
C -3.05 -0.05 0.81  -0.423
C -1.72 0.21 0.93  -0.144
H 3.49 1.33 1.81  0.336
H 3.60 0.33 0.34  0.279
H 4.40 -0.18 1.81  0.425
H 2.04 -0.70 3.98  0.456
H 0.57 -0.11 3.17  0.293
H 1.91 0.97 3.39  0.360
H 3.70 -2.04 2.43  0.365
H 2.57 -2.55 1.08  0.208
H 2.00 -2.42 2.72  0.314
H 1.64 -1.10 -0.15  0.381
H 0.39 -1.25 1.04  0.687
H 0.20 2.85 0.44  0.492
H 1.81 2.37 0.90  0.361
H 0.43 1.97 1.94  0.309
H 1.18 0.07 -1.86  0.430
H 2.31 1.27 -1.15  0.438
H 0.77 1.79 -1.83  -0.008
H -0.97 0.79 -2.28  0.504
H -3.33 0.36 -2.49  0.443
H -5.20 1.71 0.03  0.132
H -6.65 0.92 -0.64  0.356
H -5.81 -0.34 1.93  0.405
H -7.36 0.16 1.33  0.318
H -4.92 0.88 3.51  0.410
H -4.38 2.10 2.36  0.159
H -4.50 2.97 4.66  0.343
H -6.21 2.62 4.73  0.308
H -6.59 4.98 3.89  -0.044
H -4.01 4.25 0.25  0.273
H -2.86 6.27 2.14  0.300
H -3.59 -0.31 1.71  0.467
H -1.26 0.19 1.91  0.234
C 0.64 4.98 -7.64  -0.673
O 1.74 5.70 -7.11  -0.309
C 1.39 6.74 -6.21  -0.807
C 1.49 6.35 -4.74  -0.082
N 0.44 5.43 -4.31  -0.327
C 0.69 4.67 -3.09  -0.939
C 2.03 3.97 -2.85  -0.367
O 2.29 2.80 -3.60  -0.410
C 2.48 3.01 -4.99  -0.479
H 1.00 4.44 -8.52  0.231
H 0.25 4.24 -6.94  0.240
H -0.17 5.64 -7.94  0.318
H 0.42 7.17 -6.46  0.390
H 2.14 7.52 -6.37  0.379
H 1.43 7.26 -4.14  0.324
H 2.49 5.93 -4.59  0.115
H 0.19 4.80 -5.06  0.298
H -0.09 3.90 -3.04  0.418
H 0.52 5.34 -2.24  0.365
H 2.02 3.63 -1.81  0.086
H 2.88 4.66 -2.92  0.487
H 3.14 3.85 -5.19  0.281
H 1.52 3.13 -5.49  0.064
H 2.94 2.11 -5.40  0.340
C 4.24 -9.04 0.61  -0.670
O 2.84 -9.20 0.51  -0.307
C 2.22 -9.78 1.65  -0.826
C 1.60 -8.76 2.60  -0.099
N 2.59 -8.00 3.35  -0.330
C 2.13 -6.73 3.93  -0.974
C 1.29 -5.74 3.11  -0.444
O 1.96 -5.00 2.11  -0.273
C 2.40 -5.75 1.00  -0.534
H 4.63 -8.88 -0.40  0.233
H 4.52 -8.16 1.20  0.247
H 4.72 -9.92 1.04  0.317
H 2.89 -10.47 2.16  0.381
H 1.40 -10.38 1.25  0.376
H 0.96 -9.31 3.31  0.347
H 0.94 -8.13 1.99  0.117
H 3.40 -7.83 2.78  0.278
H 3.02 -6.20 4.26  0.385
H 1.56 -6.97 4.83  0.406
H 0.94 -4.98 3.82  0.340
H 0.38 -6.20 2.70  0.358
H 1.64 -6.45 0.64  0.317
H 3.32 -6.28 1.24  0.057
H 2.64 -5.06 0.19  0.333

Output
SMILES string: CC(C)(C)CC(C)(C)c1ccc(OCCOCCBP(=O)(O)O)cc1.COCCNCCOC.COCCNCCOC
Frontier orbital gap: 8.369 eV
LUMO: -0.331 eV


ORCA calculation (ωB97M-V/def2-TZVPD) on a molecular structure, C30H63AsF6NO12S6 in a non-equilibrium geometry.

Last column: Mulliken charge in e.
CARTESIAN COORDINATES (ANGSTROEM)
As 0.17 -0.08 -0.34  2.248
F 1.86 0.20 0.08  -0.539
F -0.29 1.29 0.61  -0.372
F -1.51 -0.26 -0.85  -0.460
F 0.74 -1.33 -1.43  -0.708
F 0.00 -1.30 0.92  -0.522
F 0.30 1.04 -1.67  -0.535
C -2.65 4.50 -0.19  -1.040
C -3.63 4.23 -1.34  -0.356
N -2.99 3.85 -2.60  0.043
C -3.91 4.07 -3.70  -0.273
C -4.06 5.56 -4.04  -1.348
C -2.68 2.41 -2.48  0.600
C -1.68 1.96 -3.55  -1.514
H -2.36 5.54 -0.34  0.435
H -1.74 3.90 -0.10  -0.081
H -3.12 4.43 0.79  0.351
H -4.43 3.49 -1.15  0.291
H -4.21 5.15 -1.48  0.420
H -3.59 3.61 -4.64  0.307
H -4.87 3.59 -3.46  0.370
H -4.09 5.80 -5.11  0.403
H -4.91 5.96 -3.49  0.305
H -3.13 6.06 -3.76  0.325
H -3.61 1.84 -2.57  0.192
H -2.28 2.18 -1.49  -0.452
H -2.05 2.27 -4.54  0.352
H -1.39 0.92 -3.68  0.351
H -0.70 2.43 -3.67  0.250
C -3.53 1.02 1.91  -0.524
C -4.31 0.64 0.65  0.346
C -4.97 -0.76 0.81  -0.780
S -4.29 -1.52 2.32  0.980
O -3.72 -2.77 1.86  -0.528
O -5.28 -1.48 3.37  -0.701
C -2.99 -0.26 2.56  0.281
H -4.20 1.56 2.58  0.473
H -2.71 1.71 1.73  -0.029
H -3.67 0.69 -0.23  -0.719
H -5.13 1.33 0.45  0.454
H -4.62 -1.41 0.01  0.395
H -6.06 -0.82 0.83  0.444
H -2.09 -0.60 2.03  -0.487
H -2.67 -0.20 3.60  0.410
C 1.34 -1.11 4.48  -0.276
C 0.31 -0.90 5.59  -0.775
C 0.59 0.44 6.23  -1.006
S 1.05 1.56 4.88  1.178
O 2.18 2.35 5.33  -0.760
O -0.15 2.15 4.30  -0.565
C 1.62 0.23 3.77  0.137
H 1.07 -2.00 3.91  0.361
H 2.24 -1.39 5.02  0.250
H 0.26 -1.76 6.26  0.511
H -0.74 -0.95 5.27  0.100
H 1.44 0.52 6.92  0.431
H -0.09 0.87 6.97  0.518
H 2.71 0.31 3.75  0.368
H 1.21 0.35 2.77  -0.552
C 3.59 -2.63 1.55  0.175
C 4.68 -1.89 2.34  0.133
C 5.27 -2.95 3.24  -0.813
S 4.82 -4.66 2.74  1.094
O 3.79 -5.14 3.63  -0.614
O 6.01 -5.47 2.50  -0.657
C 4.10 -4.04 1.17  -1.006
H 3.15 -2.26 0.63  0.094
H 2.73 -2.78 2.21  -0.090
H 4.16 -1.13 2.93  -0.424
H 5.46 -1.49 1.70  0.438
H 5.19 -2.86 4.33  0.446
H 6.37 -2.88 3.24  0.374
H 3.43 -4.83 0.83  0.475
H 4.89 -3.98 0.42  0.390
C -1.53 -3.72 -0.22  1.044
C -1.33 -3.76 -1.67  -0.227
C -1.16 -5.18 -2.25  -0.946
S -2.35 -6.11 -1.08  1.151
O -1.66 -7.23 -0.46  -0.702
O -3.55 -6.42 -1.86  -0.691
C -2.57 -4.79 0.12  -0.961
H -1.95 -2.75 0.03  -0.810
H -0.58 -3.87 0.30  0.169
H -0.46 -3.18 -1.98  -0.186
H -2.23 -3.33 -2.12  0.359
H -0.16 -5.57 -2.13  0.429
H -1.55 -5.25 -3.26  0.446
H -2.73 -5.13 1.14  0.626
H -3.54 -4.34 -0.12  0.337
C 2.95 -1.27 -4.26  -0.576
C 1.47 -1.20 -4.67  0.226
C 1.28 -2.49 -5.47  -0.840
S 2.77 -2.76 -6.50  1.080
O 2.66 -2.17 -7.82  -0.665
O 3.25 -4.12 -6.43  -0.663
C 3.78 -1.69 -5.45  -0.729
H 3.18 -1.94 -3.43  0.236
H 3.31 -0.28 -4.00  0.389
H 1.33 -0.32 -5.30  0.247
H 0.75 -1.13 -3.87  -0.277
H 0.31 -2.58 -5.95  0.572
H 1.34 -3.33 -4.78  0.279
H 4.00 -0.79 -6.03  0.353
H 4.68 -2.23 -5.19  0.392
C 1.27 3.63 1.44  1.250
C 1.76 4.58 2.59  -0.348
C 3.21 4.96 2.27  -0.917
S 3.29 5.19 0.48  1.164
O 4.65 4.94 0.03  -0.681
O 2.67 6.49 0.15  -0.662
C 2.05 3.87 0.14  -0.755
H 0.21 3.83 1.30  -0.159
H 1.40 2.61 1.77  -1.022
H 1.79 4.04 3.53  0.082
H 1.16 5.47 2.75  0.332
H 3.95 4.21 2.55  0.347
H 3.51 5.94 2.62  0.494
H 2.37 2.94 -0.33  0.474
H 1.37 4.15 -0.67  0.345

Output
Frontier orbital gap: 8.806 eV
Total charge: -1
LUMO: 1.693 eV
Relative energy (zero: lowest compared OMol25 entry of this formula, charge and spin): 0.000 eV